(1)
Computed, not measured: a 5-piece molecular cluster, C38H83FN2O18P2S2 overall in a non-equilibrium geometry, with ωB97M-V/def2-TZVPD.

Structure (XYZ):
```
146
Properties=species:S:1:pos:R:3
C -2.4733 2.5742 4.5271
C -2.7498 1.0741 4.4832
C -1.4905 0.2610 4.1357
C -1.7098 -0.9046 3.1303
N -1.1231 -0.7254 1.8107
C -1.6263 0.4787 1.2365
O -1.8773 0.3626 -0.1551
C -2.4958 1.5431 -0.6492
C -3.6828 1.2848 -1.5581
O -3.2945 0.9585 -2.8784
C -4.0712 -0.0153 -3.5682
C -3.2626 -1.2491 -3.9081
O -3.5924 -1.6609 -5.2203
C -2.9427 -2.8616 -5.5705
C -3.3082 -3.2454 -6.9970
C 0.2059 -1.2049 1.3634
C 1.1753 0.0202 1.2723
C 1.3261 0.8793 0.0269
C 2.3925 1.9626 0.3232
C 2.8542 2.5865 -0.9547
O 3.6743 2.1198 -1.6707
O 2.2510 3.7516 -1.2927
C 0.8498 -2.2763 2.3518
C -0.1412 -3.4634 2.5993
C 0.4372 -4.8639 2.5197
C 1.2259 -1.5959 3.6787
P 1.9969 -2.6057 4.9353
O 3.1340 -3.4664 4.5604
O 2.4424 -1.5327 6.0260
O 0.7937 -3.3993 5.5982
O 2.0496 -2.9598 1.9093
C 3.1036 -2.7074 1.0984
N 2.8799 -1.9417 -0.0951
C 3.2240 -2.3297 -1.1820
S 3.6030 -2.8521 -2.5791
S 4.5373 -1.7989 1.9244
O 5.4322 -1.3532 0.9102
O 4.0665 -0.9008 2.9264
F 5.2141 -3.0009 2.6211
P -0.0971 -2.0776 -0.2989
O 0.2250 -1.3304 -1.5248
O -1.6220 -2.5097 -0.1978
O 0.6404 -3.4893 -0.2559
H -3.3887 3.1563 4.5771
H -1.8464 2.8149 5.3820
H -1.9165 2.8813 3.6423
H -3.0912 0.7653 5.4682
H -3.5455 0.8676 3.7695
H -0.7162 0.9353 3.7738
H -1.1079 -0.1540 5.0684
H -1.4247 -1.8237 3.6038
H -2.7881 -1.0022 2.9922
H -0.9886 1.3580 1.4221
H -2.5751 0.7060 1.7294
H -2.8377 2.1640 0.1819
H -1.7531 2.1232 -1.2020
H -4.2525 2.2166 -1.5974
H -4.3010 0.5004 -1.1186
H -4.4146 0.4280 -4.5012
H -4.9604 -0.2699 -2.9919
H -2.2048 -1.0100 -3.8306
H -3.4969 -2.0746 -3.2299
H -1.8609 -2.7337 -5.4630
H -3.2325 -3.6604 -4.8790
H -2.4152 -3.4621 -7.5747
H -3.9153 -4.1460 -7.0111
H -3.8537 -2.4443 -7.4798
H 0.8445 0.6885 2.0696
H 2.1718 -0.2614 1.5720
H 1.6663 0.3213 -0.8300
H 0.3976 1.3650 -0.2627
H 3.2543 1.4810 0.7793
H 2.0000 2.7178 1.0016
H 1.3795 3.7854 -0.8829
H -0.9788 -3.3940 1.9099
H -0.5667 -3.3503 3.5884
H -0.3636 -5.5680 2.7440
H 0.8076 -5.1021 1.5311
H 1.2341 -5.0370 3.2373
H 0.3799 -1.1231 4.1572
H 1.9491 -0.8118 3.5102
H 3.3712 -1.7216 6.2154
H 1.1029 -4.2304 5.9783
H 3.5542 -3.6648 0.8384
H -2.1226 -1.8987 -0.7538
H 0.8466 -3.7228 -1.1717
C 2.0654 4.0108 -6.9660
C 2.4806 5.4303 -6.6216
O 1.9092 5.9156 -5.4234
C 2.2213 5.1736 -4.2537
C 3.6997 5.1328 -3.9187
H 0.9778 3.9207 -6.9670
H 2.4433 3.7350 -7.9516
H 2.4568 3.2883 -6.2487
H 2.1367 6.1143 -7.3980
H 3.5737 5.5091 -6.5907
H 1.8148 4.1591 -4.3272
H 1.6765 5.6701 -3.4507
H 4.2729 4.5767 -4.6625
H 3.8453 4.6422 -2.9610
H 4.1099 6.1432 -3.8686
C 2.4347 4.5748 3.0312
C 1.9761 4.2898 4.4520
O 1.3390 3.0348 4.6075
C 2.1380 1.9069 4.3006
C 3.3612 1.7336 5.1770
H 1.6032 4.4557 2.3335
H 2.8084 5.5960 2.9568
H 3.2382 3.9067 2.7170
H 1.2286 5.0246 4.7511
H 2.8142 4.3857 5.1511
H 2.4134 1.9149 3.2377
H 1.4837 1.0505 4.4584
H 4.1036 2.5235 5.0502
H 3.8434 0.7833 4.9542
H 3.0553 1.7399 6.2248
C -3.9885 -4.4334 9.3127
C -4.3780 -3.6512 8.0698
O -3.3499 -2.8188 7.5658
C -2.1642 -3.4772 7.1608
C -2.3766 -4.4773 6.0345
H -3.6038 -3.7612 10.0804
H -4.8576 -4.9579 9.7100
H -3.2205 -5.1796 9.1040
H -5.1976 -2.9727 8.3055
H -4.7429 -4.3297 7.2900
H -1.6757 -3.9576 8.0172
H -1.4977 -2.6845 6.8239
H -2.9786 -5.3300 6.3516
H -1.4185 -4.8615 5.6856
H -2.8873 -4.0013 5.1954
C 1.1584 1.5441 -11.1686
C -0.0753 0.6606 -11.0820
O -0.1185 -0.1583 -9.9293
C -0.1293 0.5280 -8.6905
C -1.3306 1.4403 -8.5025
H 2.0637 0.9444 -11.0683
H 1.1825 2.0571 -12.1303
H 1.1716 2.3060 -10.3878
H -0.0887 -0.0347 -11.9213
H -0.9847 1.2679 -11.1590
H 0.8038 1.0865 -8.5511
H -0.1455 -0.2517 -7.9296
H -1.3141 2.2811 -9.1980
H -1.3390 1.8484 -7.4916
H -2.2563 0.8883 -8.6653
```

Properties
- net charge = 0
- 2S+1 = 1
- E_tot (Eh) = -4540.50236
- E_HOMO (eV) = -8.91
- frontier orbital gap (eV) = 9.07

***

(2)
Computed, not measured: a 8-piece molecular cluster, C38H84BBrF3N4O9S8 overall in a non-equilibrium geometry, with ωB97M-V/def2-TZVPD.

Structure (XYZ):
```
148
Properties=species:S:1:pos:R:3
C 7.3930 -1.1239 -3.7962
C 7.2968 0.0651 -2.6812
Br 6.2974 1.5466 -3.5588
C 6.5567 -0.5431 -1.3663
N 5.1477 -0.0417 -1.2364
S 3.9464 -0.8999 -2.1675
C 4.7927 1.0079 -0.4796
N 5.9250 1.6714 0.2129
C 5.7530 1.6821 1.6919
C 5.5662 0.2382 2.3767
C 6.8760 -0.1640 3.2198
F 8.1320 -0.0618 2.5511
C 6.7134 -0.5948 4.6037
F 6.6204 -1.9940 4.8633
F 6.6706 0.3847 5.6449
N 3.4764 1.5620 -0.3424
C 2.8911 2.2270 -1.5345
C 2.8939 3.8251 -1.2599
C 1.8088 4.2849 -0.1722
C 0.3572 3.6223 -0.3490
C -0.5142 4.3825 -1.4953
C -1.7740 3.4209 -1.8017
C -2.8277 3.3305 -0.5878
C -4.1006 2.4016 -0.9807
C -4.9926 1.9933 0.2929
C -6.5097 1.6158 -0.1141
C -6.6190 0.6031 -1.3586
C -7.7134 -0.5672 -1.1277
N -7.0613 -1.7823 -0.5517
C -7.3853 -2.2020 0.8098
C -6.5362 -3.4656 1.1723
C -5.7029 -3.7669 -0.1142
C -6.0899 -2.6819 -1.1665
B 2.5281 0.8685 0.5708
O 1.9561 -0.4617 0.3441
O 2.0814 1.5259 1.7999
H 8.2925 -1.8020 -3.6218
H 7.4127 -0.6915 -4.8686
H 6.4584 -1.8036 -3.7676
H 8.3620 0.4173 -2.4860
H 7.1724 -0.4640 -0.4126
H 6.4525 -1.6759 -1.5796
H 3.5076 0.0819 -3.0784
H 6.0302 2.6441 -0.1314
H 6.6379 2.1944 2.2297
H 4.8250 2.3257 1.9431
H 5.2057 -0.5936 1.6804
H 4.7336 0.3631 3.1744
H 1.8844 1.8295 -1.8962
H 3.6265 2.0770 -2.4188
H 2.7997 4.3660 -2.2712
H 3.9392 4.1167 -0.8581
H 1.6619 5.4228 -0.1251
H 2.1946 3.9719 0.8680
H 0.3623 2.5103 -0.6112
H -0.1924 3.7484 0.6508
H 0.1759 4.4786 -2.4196
H -0.8087 5.4053 -1.0652
H -2.2462 3.7315 -2.7939
H -1.3356 2.3613 -1.9563
H -3.2443 4.3739 -0.3662
H -2.3522 2.8625 0.3467
H -3.6941 1.4354 -1.4589
H -4.7681 2.9361 -1.7465
H -4.5217 1.1196 0.8729
H -5.0624 2.8844 1.0265
H -7.0003 1.1323 0.8054
H -7.0683 2.5823 -0.3939
H -5.5882 0.1613 -1.6223
H -6.9914 1.1887 -2.2860
H -8.2545 -0.7945 -2.1198
H -8.4980 -0.2219 -0.3628
H -8.1400 -1.6846 1.5087
H -6.5341 -4.0171 2.1650
H -4.9586 -4.6056 -0.2937
H -5.7029 -2.5710 -2.2374
H 2.7398 -1.0621 0.3637
H 2.5956 1.0559 2.5063
C 5.5419 -5.1411 -0.7994
S 4.7904 -4.3021 0.6102
O 4.6293 -2.8572 0.2408
C 6.2292 -4.4274 1.6931
H 4.8241 -5.1459 -1.6209
H 6.4457 -4.6128 -1.1107
H 5.7832 -6.1693 -0.5251
H 7.0904 -3.9432 1.2285
H 6.4484 -5.4787 1.8871
H 5.9971 -3.9275 2.6347
C 0.4724 -3.9118 -1.0376
S 1.3290 -4.6700 0.3597
O 1.1859 -6.1513 0.2241
C 0.1543 -4.1244 1.6174
H 1.0168 -4.1581 -1.9506
H -0.5457 -4.2999 -1.1073
H 0.4537 -2.8274 -0.9094
H -0.8437 -4.4993 1.3839
H 0.1457 -3.0334 1.6600
H 0.4734 -4.5207 2.5823
C -2.8384 -0.7163 -3.7330
S -4.1382 -1.4516 -4.7482
O -4.5045 -2.7623 -4.1285
C -3.0885 -1.8027 -6.1747
H -3.2655 -0.4523 -2.7643
H -2.0272 -1.4330 -3.5882
H -2.4613 0.1857 -4.2194
H -2.2623 -2.4522 -5.8796
H -2.7036 -0.8665 -6.5835
H -3.6920 -2.3057 -6.9313
C -1.4774 6.3099 -6.5657
S -2.3556 5.6811 -5.1191
O -1.9419 4.2562 -4.9281
C -3.9920 5.6715 -5.8811
H -0.4142 6.3621 -6.3279
H -1.6263 5.6389 -7.4139
H -1.8426 7.3095 -6.8083
H -3.9857 5.0399 -6.7713
H -4.2772 6.6914 -6.1457
H -4.7061 5.2730 -5.1594
C -4.3928 -8.9352 1.9963
S -4.0114 -7.1981 1.6851
O -4.8853 -6.7414 0.5627
C -2.3632 -7.4863 1.0048
H -5.4065 -8.9995 2.3938
H -4.3318 -9.5034 1.0661
H -3.6912 -9.3375 2.7295
H -2.4274 -8.1438 0.1360
H -1.7258 -7.9347 1.7693
H -1.9424 -6.5267 0.7020
C 7.8084 3.3312 6.2974
S 7.0239 4.1003 7.7309
O 6.8390 5.5485 7.4163
C 8.4537 3.9617 8.8247
H 7.0996 3.3442 5.4682
H 8.7039 3.8893 6.0169
H 8.0684 2.2979 6.5336
H 9.3091 4.4809 8.3887
H 8.6929 2.9082 8.9812
H 8.2012 4.4203 9.7815
C -10.6268 1.4812 4.2740
S -9.3509 1.3311 3.0057
O -9.4299 -0.0554 2.4526
C -7.9481 1.3808 4.1413
H -11.6024 1.4343 3.7887
H -10.5391 0.6625 4.9908
H -10.5230 2.4406 4.7842
H -8.0254 0.5682 4.8660
H -7.9292 2.3433 4.6560
H -7.0311 1.2632 3.5620
```

Properties
- net charge = +1
- 2S+1 = 1
- E_tot (Eh) = -8477.60963
- E_HOMO (eV) = -7.72
- frontier orbital gap (eV) = 3.29

***

(3)
Computed, not measured: a 5-piece molecular cluster, C38H84N5O3 overall in a non-equilibrium geometry, with ωB97M-V/def2-TZVPD.

Structure (XYZ):
```
130
Properties=species:S:1:pos:R:3
C -4.8738 3.0416 -2.2135
C -3.5774 2.2321 -2.0545
C -2.6388 2.1965 -3.2431
C -3.2430 1.4016 -4.4035
N -2.2632 0.8669 -5.3950
C -3.0110 0.2608 -6.5801
C -2.5393 1.0103 -7.8439
C -1.2231 1.6393 -7.4079
C -1.4463 2.0197 -5.9652
C -1.4041 -0.1702 -4.7632
H -4.9003 3.8868 -1.5274
H -5.7988 2.4781 -2.1355
H -4.8737 3.5007 -3.2090
H -3.8817 1.1908 -1.8373
H -3.0691 2.4241 -1.1069
H -1.7260 1.7106 -2.8851
H -2.3724 3.1832 -3.6266
H -3.9447 2.0216 -4.9662
H -3.8435 0.5558 -4.0573
H -2.7782 -0.7983 -6.6414
H -4.0691 0.3674 -6.3642
H -2.3347 0.3007 -8.6408
H -3.3343 1.6914 -8.1365
H -0.4237 0.8913 -7.4669
H -0.9022 2.4354 -8.0763
H -0.5681 2.1850 -5.3531
H -2.1304 2.8674 -5.9525
H -2.0480 -0.8719 -4.2415
H -0.7507 0.3079 -4.0353
H -0.7932 -0.6382 -5.5283
C -2.7094 -3.3778 4.2777
C -1.5026 -3.0185 3.4217
C -0.3404 -2.4604 4.2212
C 0.7771 -2.0224 3.2780
N 1.9170 -1.3011 3.9292
C 3.0187 -1.1097 2.9080
C 4.3167 -1.0685 3.6994
C 4.0510 -2.0592 4.8491
C 2.5319 -2.0772 5.0569
C 1.4877 0.0619 4.3702
H -2.3851 -4.0338 5.0876
H -3.4025 -3.9533 3.6691
H -3.1541 -2.4894 4.7223
H -1.7880 -2.2726 2.6630
H -1.2006 -3.8846 2.8272
H 0.0248 -3.2852 4.8409
H -0.6720 -1.6630 4.8859
H 0.3283 -1.3155 2.5757
H 1.1688 -2.8679 2.7189
H 2.7656 -0.2122 2.3516
H 3.0497 -1.9983 2.2798
H 4.5567 -0.0877 4.1048
H 5.1352 -1.4260 3.0790
H 4.6071 -1.7666 5.7385
H 4.4446 -3.0518 4.6272
H 2.2673 -1.6459 6.0182
H 2.1642 -3.0965 5.0302
H 1.0217 0.5487 3.5147
H 2.3506 0.5787 4.7744
H 0.7240 -0.0567 5.1346
C -2.0306 2.2121 6.9713
C -1.7480 1.3945 5.7152
C -2.8442 1.5614 4.6693
C -2.7602 0.5176 3.5736
N -3.9426 0.5228 2.6550
C -5.2149 0.1751 3.3832
C -6.1088 -0.4046 2.3172
C -5.1408 -1.3736 1.6343
C -3.8051 -0.6317 1.6474
C -4.0625 1.7948 1.9022
H -2.8411 1.7702 7.5535
H -2.3464 3.2195 6.7005
H -1.1482 2.2537 7.6052
H -1.5367 0.3502 5.9693
H -0.8094 1.7561 5.2698
H -2.7864 2.5569 4.2265
H -3.7938 1.5367 5.2138
H -2.6623 -0.4748 4.0166
H -1.8815 0.7090 2.9506
H -5.6095 1.0344 3.9182
H -4.9509 -0.5901 4.1132
H -6.5132 0.3327 1.6255
H -6.9564 -0.9415 2.7398
H -5.4628 -1.7071 0.6515
H -5.0537 -2.2712 2.2507
H -3.5405 -0.1806 0.6924
H -2.9557 -1.2410 1.9397
H -4.2184 2.6065 2.6052
H -4.8652 1.7370 1.1768
H -3.1116 1.9246 1.3827
C 6.2291 1.1412 -5.2567
C 6.8777 0.1846 -4.2753
C 6.0529 -0.0237 -2.9904
C 4.6549 -0.4852 -3.2739
N 3.8895 -0.9107 -2.0343
C 4.3573 -2.2834 -1.5504
C 3.1778 -3.2219 -1.7170
C 2.0027 -2.2824 -1.5124
C 2.4466 -1.1337 -2.3770
C 3.9985 0.0519 -0.8813
C 3.5324 1.4638 -1.1779
C 4.0466 2.4366 -0.1180
H 6.2827 2.1646 -4.8657
H 5.1750 0.9607 -5.4629
H 6.7830 1.1582 -6.1933
H 7.8505 0.5598 -3.9693
H 6.9993 -0.7919 -4.7529
H 6.0711 0.9079 -2.4181
H 6.5400 -0.7825 -2.3709
H 4.6610 -1.3822 -3.8976
H 4.0136 0.2451 -3.7617
H 4.5588 -2.2081 -0.4795
H 5.3106 -2.5453 -1.9986
H 3.2607 -4.0971 -1.0742
H 3.1720 -3.6477 -2.7264
H 1.8853 -1.9598 -0.4761
H 1.0576 -2.7268 -1.8148
H 1.9023 -0.2025 -2.2498
H 2.3475 -1.4045 -3.4300
H 5.0416 0.0142 -0.5690
H 3.3771 -0.3576 -0.0861
H 2.4415 1.4829 -1.1742
H 3.8577 1.8169 -2.1604
H 3.5914 2.2128 0.8530
H 3.7542 3.4541 -0.3645
H 5.1260 2.3779 0.0217
N -0.1077 0.4673 0.1239
O -0.9460 1.1587 0.7230
O -0.2605 0.2123 -1.0834
O 0.8976 0.0501 0.7557
```

Properties
- net charge = +3
- 2S+1 = 1
- E_tot (Eh) = -1996.83309
- E_HOMO (eV) = -15.44
- frontier orbital gap (eV) = 9.80